Record 1
Density functional theory data (the ωB97M-V functional and the def2-TZVPD basis) for C22H29BClMoN11O4S3 as an isolated structure at a distorted geometry.

Geometry as XYZ:
```
72
Properties=species:S:1:pos:R:3:forces:R:3:lowdin_charge:R:1
Mo -1.146 0.778 -0.192 -0.53 -0.82 0.43 1.3621
B -2.875 3.770 -0.351 0.01 -0.04 -0.09 -0.3819
N -1.435 3.752 0.263 0.11 -0.11 -0.14 -0.0516
C -0.770 4.796 0.735 0.08 0.00 0.01 -0.0249
C 0.595 4.501 0.770 -0.04 0.14 0.03 -0.0042
C 0.689 3.219 0.291 -0.21 -0.02 -0.07 -0.1150
N -0.551 2.746 -0.010 0.10 0.54 0.27 -0.1984
N -3.635 2.505 0.133 0.18 -0.04 -0.02 -0.0720
C -4.783 2.423 0.786 -0.08 0.01 -0.04 -0.0244
C -5.194 1.090 0.823 -0.11 -0.07 0.05 -0.0102
C -4.207 0.405 0.158 0.07 0.16 -0.17 -0.1487
N -3.235 1.259 -0.268 -0.60 0.18 0.15 -0.1700
H -3.453 4.750 0.025 0.08 -0.09 -0.02 0.0874
H -2.744 3.687 -1.555 -0.04 0.04 0.10 0.0729
H -1.295 5.700 1.003 0.01 -0.07 -0.06 0.1436
H 1.394 5.146 1.096 -0.05 -0.05 -0.03 0.1149
H 1.568 2.623 0.122 -0.02 -0.07 0.07 0.0856
H -5.263 3.312 1.166 0.06 -0.05 -0.06 0.1440
H -6.088 0.686 1.272 0.08 0.07 -0.06 0.1181
H -4.139 -0.647 -0.053 0.10 -0.05 0.05 0.0873
C -1.232 -5.664 1.347 -0.01 0.02 -0.02 0.0193
C -1.840 -4.618 0.492 0.20 0.07 -0.04 -0.2892
N -3.022 -4.646 -0.032 -0.06 0.24 -0.13 0.1680
N -3.099 -3.487 -0.746 -0.26 -0.11 0.02 0.0603
C -2.002 -2.748 -0.701 -0.02 -0.18 0.11 -0.6757
S -1.713 -1.322 -1.619 0.32 0.18 -0.14 0.6583
N -1.176 -3.467 0.088 0.10 -0.01 0.18 -0.0752
N 0.111 -3.064 0.414 -0.02 0.03 -0.09 0.1453
H -2.007 -6.357 1.663 0.00 0.02 -0.01 0.1004
H -0.757 -5.231 2.227 -0.03 0.01 0.00 0.0911
H -0.480 -6.224 0.787 0.00 0.01 0.01 0.0991
H -3.933 -3.279 -1.271 -0.06 0.00 -0.03 0.1695
H 0.138 -2.730 1.371 -0.04 0.04 0.07 0.0913
H 0.749 -3.844 0.301 0.03 -0.02 -0.01 0.1203
O -1.529 1.275 2.016 0.22 -0.10 -0.36 -0.3814
Cl -1.697 -0.114 2.510 0.22 -0.25 0.58 0.7533
O -2.869 -0.272 3.269 0.28 0.09 -0.27 -0.1933
O -0.516 -0.544 3.181 -0.43 0.13 -0.19 -0.2620
O -1.807 -0.853 1.203 0.17 0.25 -0.13 -0.5113
N -2.964 1.387 -3.338 -0.01 -0.05 -0.06 0.1577
C -1.708 1.189 -3.675 0.08 0.03 -0.02 -0.8313
N -1.385 0.983 -4.946 -0.02 0.03 0.11 0.1402
S -0.398 1.247 -2.539 -0.08 0.04 0.14 0.6358
H -3.699 1.396 -4.026 -0.03 -0.01 -0.02 0.1423
H -3.200 1.595 -2.378 -0.03 0.01 0.13 0.0557
H -2.073 1.007 -5.681 0.00 0.06 -0.05 0.1348
H -0.422 0.850 -5.203 0.03 -0.06 -0.02 0.1131
N 0.764 0.225 0.452 0.36 -0.27 -0.16 -0.4579
S 1.950 -0.458 -0.418 -0.06 0.05 0.00 1.0645
C 2.776 -1.644 0.625 -0.10 -0.01 -0.03 -0.4309
C 2.532 -1.732 1.985 0.09 -0.06 0.10 -0.1011
C 3.251 -2.662 2.730 -0.01 0.00 0.00 -0.0444
C 4.180 -3.489 2.111 0.00 0.03 0.05 -0.0447
C 4.399 -3.395 0.740 0.02 -0.03 0.02 -0.0450
C 3.692 -2.471 -0.014 0.03 0.00 -0.02 -0.0748
C 3.244 0.755 -0.583 -0.05 -0.05 -0.04 -0.4220
C 3.478 1.245 -1.861 -0.06 -0.01 -0.01 -0.0861
C 4.447 2.225 -2.035 0.01 0.00 -0.04 -0.0457
C 5.156 2.698 -0.941 -0.01 -0.02 0.00 -0.0377
C 4.906 2.199 0.336 0.01 0.01 0.03 -0.0418
C 3.948 1.217 0.524 0.04 0.05 0.01 -0.0712
H 1.057 0.496 1.388 0.00 0.15 -0.07 0.0308
H 1.795 -1.109 2.476 0.02 0.01 -0.03 0.0882
H 3.084 -2.729 3.799 0.01 -0.02 -0.07 0.1212
H 4.738 -4.207 2.700 -0.04 0.05 -0.05 0.1205
H 5.123 -4.041 0.260 -0.04 0.03 0.02 0.1213
H 3.857 -2.390 -1.084 0.01 0.00 0.07 0.1231
H 2.913 0.863 -2.705 0.05 0.03 0.06 0.1015
H 4.651 2.609 -3.027 -0.01 -0.01 0.06 0.1199
H 5.920 3.453 -1.081 -0.04 -0.01 0.01 0.1210
H 5.467 2.566 1.185 0.00 0.01 -0.04 0.1210
H 3.767 0.815 1.515 0.01 -0.01 -0.05 0.1194
```
Positions in Å, forces in eV/Å.

Values from the calculation:
highest occupied orbital energy (alpha / beta) = -14.17 / -14.37 eV
LUMO level (alpha / beta) = -6.8 / -6.5 eV
multiplicity = 3
expectation value of S² = 2.02
net charge = +2
E_tot = -95407.0300 eV

---

Record 2
Density functional theory data (the ωB97M-V functional and the def2-TZVPD basis) for a 3-piece molecular cluster, C2H7OS2 overall at a distorted geometry.

Geometry as XYZ:
```
12
Properties=species:S:1:pos:R:3:forces:R:3:lowdin_charge:R:1
C -1.077 -0.251 1.127 -0.74 -0.94 0.62 -0.2301
O -2.172 -0.725 0.984 -0.12 -0.09 -0.17 -0.0242
H -0.937 0.808 0.939 0.52 0.38 0.17 0.0266
H -1.609 -0.744 4.434 -0.19 0.02 -0.15 0.0071
H -0.269 -0.920 1.507 0.17 0.63 -0.27 0.0899
C 1.371 -0.058 -2.417 -0.85 -1.51 -1.26 -0.4993
S 0.151 0.889 -1.455 1.83 2.26 -1.64 0.3826
S 0.865 2.812 -1.929 -1.05 -1.93 0.81 0.1359
H 2.173 -0.468 -1.806 0.11 0.42 -0.08 0.0331
H 0.868 -0.917 -2.903 -0.22 -0.06 0.92 0.0348
H 1.675 0.389 -3.373 0.36 0.84 0.89 0.0301
H -1.039 -0.816 4.893 0.19 -0.02 0.15 0.0135
```
Positions in Å, forces in eV/Å.

Values from the calculation:
highest occupied orbital energy (alpha / beta) = -9.19 / -9.35 eV
LUMO level (alpha / beta) = 0.2 / -2.1 eV
multiplicity = 2
expectation value of S² = 0.75
E_tot = -25902.5685 eV

---

Record 3
Density functional theory data (the ωB97M-V functional and the def2-TZVPD basis) for C12H10AsClIrN4O5S4 as an isolated structure.

Geometry as XYZ:
```
38
Properties=species:S:1:pos:R:3:forces:R:3:lowdin_charge:R:1
Ir -1.724 0.939 -0.129 -0.18 0.15 -0.04 0.7579
O 2.081 5.185 -1.139 0.07 -0.03 -0.11 0.1249
C 2.747 4.049 -1.171 0.03 0.07 0.48 -0.5109
O 3.950 4.002 -1.261 0.00 -0.02 -0.20 0.0695
C 1.947 2.796 -1.016 0.03 0.00 -0.12 -0.0345
C 2.459 1.511 -1.034 -0.01 -0.03 0.01 -0.5688
Cl 4.045 0.956 -1.260 0.01 0.01 -0.01 0.8200
N 1.440 0.637 -0.870 -0.07 0.02 -0.12 -0.0519
N 0.279 1.308 -0.771 0.08 0.01 0.18 -0.0217
C 0.565 2.597 -0.833 -0.02 -0.05 -0.07 -0.1192
C -0.598 3.533 -0.649 0.03 -0.01 0.15 -0.5394
O -0.420 4.744 -0.789 -0.05 0.01 -0.04 0.0704
O -1.701 2.972 -0.350 0.00 -0.02 -0.03 -0.1804
C 1.467 -0.792 -0.848 0.00 0.01 0.02 -0.2241
C 0.720 -1.491 -1.780 0.01 0.02 0.01 -0.0219
C 0.716 -2.875 -1.733 0.00 -0.02 0.01 -0.0695
C 1.465 -3.541 -0.774 -0.01 0.00 -0.02 -0.0781
C 2.215 -2.826 0.149 0.01 0.02 0.01 -0.0738
C 2.212 -1.441 0.122 0.01 -0.02 0.02 -0.0345
H 1.088 5.056 -1.002 -0.05 0.01 -0.06 0.0568
H 0.133 -0.952 -2.512 0.00 -0.01 0.00 0.1212
H 0.117 -3.433 -2.441 0.00 0.00 0.00 0.1089
H 1.452 -4.623 -0.736 0.00 0.00 0.00 0.1036
H 2.783 -3.345 0.908 0.00 0.00 0.00 0.1063
H 2.764 -0.866 0.853 0.00 0.00 0.00 0.1178
S -3.625 -1.351 3.395 -0.01 0.00 0.04 -0.1067
As -3.444 0.657 2.733 0.06 0.03 -0.06 -0.4352
S -3.920 0.915 0.550 -0.11 -0.05 -0.06 0.0386
S -1.283 1.154 2.091 0.10 0.16 0.10 0.1470
S -4.246 2.116 3.963 0.02 0.00 0.00 -0.1293
N -0.954 -1.915 1.648 0.02 -0.14 -0.06 0.1355
C -1.836 -1.974 0.639 -0.16 -0.13 0.27 -0.6970
N -2.671 -3.048 0.557 0.10 0.06 -0.07 0.1665
O -1.878 -1.118 -0.275 0.09 -0.01 -0.29 -0.2401
H -1.294 -2.326 2.509 -0.02 -0.04 0.04 0.0487
H -0.633 -0.961 1.821 0.02 -0.04 0.01 -0.0324
H -2.948 -3.408 1.461 0.01 0.01 0.00 0.0661
H -3.469 -2.839 -0.025 0.00 0.00 0.01 0.1099
```
Positions in Å, forces in eV/Å.

Values from the calculation:
highest occupied orbital energy = -4.64 eV
LUMO level = 1.5 eV
multiplicity = 1
net charge = -1
E_tot = -148351.8441 eV

---

Relative energy (zero: lowest compared OMol25 entry of this formula, charge and spin)
In order: 78.6; 57.0; 4.0
Unit: kJ/mol